Here is a molecular structure, C4H6N2 from the Open Molecules 2025 dataset. Energies are from ωB97M-V/def2-TZVPD.

**Frontier orbital gap**: 8.638 eV
**Energy**: -7219.8472 eV
**ΔE to the lowest compared entry with this formula, charge and spin**: 5.744 eV
**Largest force on an atom**: 4.0 eV Å⁻¹
**Lowest unoccupied orbital energy**: 0.014 Ha

```
! RIJCOSX wB97M-V def2-TZVPD def2/J DEFGRID3
* xyz 0 1
C 1.149 -1.032 -0.085
C -0.226 0.350 -0.595
C -0.673 -0.803 0.230
N 0.090 0.960 -1.665
N -1.365 1.218 1.654
C -0.919 0.475 0.737
H -0.234 1.927 -1.660
H -1.152 2.204 1.495
H -1.062 -1.799 0.088
H 1.382 -1.326 -1.104
H 1.198 -1.894 0.573
H 1.812 -0.280 0.333
*
```

Results of the Mulliken charge analysis, in e, for atoms 1 through 6: -1.038 0.518 -0.473 -0.787 -0.734 0.510